No. 1
Computed, not measured: C33H43BIN12O2STl as an isolated structure at a distorted geometry, with ωB97M-V/def2-TZVPD.

Properties
Energy above the lowest of the compared OMol25 structures with the same formula, charge and spin = 205.6 kJ/mol
E_HOMO = -1.621 eV
Maximum force = 4.17 eV/Å
Orbital gap = 4.9538 eV
Net charge = -2
Calculated total energy = -81202.642 eV
Lowest unoccupied orbital energy = 3.333 eV

Geometry (Å):
C -0.10999 -1.72840 3.20248
H 5.22377 -2.15937 -1.51633
N 2.12428 2.57714 -1.54481
H -0.10051 -2.23812 1.11299
H 0.20359 -3.45499 -0.45406
N 3.84303 0.59493 0.06063
H 3.50189 2.14826 -3.03226
H -0.67721 3.81682 0.90592
H 1.83291 -1.18626 -3.18833
N 4.78654 0.09636 -3.31216
H 6.16332 0.21654 2.55364
C 2.24146 -1.39200 2.34425
C -5.35066 -2.83935 3.56625
H -1.90534 2.91830 -1.31758
C 2.59444 2.63086 -2.78582
H -3.39095 2.46648 -0.84436
C 2.97210 0.02838 -4.59229
H 2.13061 -5.48301 -0.03375
C -1.73250 3.87299 1.30590
H 1.24771 -4.17051 4.20360
H -4.08401 0.13783 2.46701
C -4.13128 -0.91426 2.76064
C -2.70439 4.18837 0.20065
S -1.60549 -3.89185 1.98243
C -2.46017 2.51728 -4.29253
N 4.45230 -0.61095 -0.17898
B 4.25754 -1.48889 -1.40672
C 5.41639 0.21476 1.74321
C 1.55969 -3.59900 3.33722
H 4.83709 1.16094 -5.13117
H -3.16284 2.84135 2.32867
C -4.25996 -3.65539 3.15599
H -6.26731 -3.29697 3.81581
H -5.60733 1.12345 -4.10302
H -4.35688 2.89948 -5.31816
H -0.14771 0.71841 1.77677
H -1.85210 3.29858 -4.74340
H -1.73088 4.63229 2.11037
H 2.26005 0.34527 -5.39734
N 1.83233 -2.31850 -0.95005
C -3.78646 2.27581 -4.61660
N -2.44361 0.55088 -2.92749
H 3.22077 -1.08906 2.69349
C 2.30935 -4.42160 -0.19055
C -5.25684 -1.47427 3.31467
H 2.55521 2.00514 -0.85452
H -2.38748 1.79378 1.20130
C -1.80934 1.57714 -3.51702
H 2.63097 -3.79218 3.27728
H 0.68784 2.09643 2.09141
N -2.79724 3.27359 -0.96081
I 1.68259 4.02832 -5.38695
C 3.47378 -3.79598 -0.58471
O -5.66234 -0.83657 -2.77980
C 4.29982 0.46793 -4.47215
H -0.63155 -2.06816 4.10069
H -0.30173 4.32303 -2.50966
H -0.16619 -0.68340 3.29907
H 4.03101 2.04653 1.57205
C 2.75158 -0.75854 -3.50887
C 0.59867 3.74943 -2.42154
C -1.24308 2.05620 3.00286
N 3.86807 -0.64623 -2.66327
C -3.75390 0.37143 -3.10226
H -0.95285 2.84503 3.65901
N 0.97365 3.16228 -1.26729
H -3.69230 4.27705 0.62734
C -2.16076 2.59471 1.91995
H 4.53564 -4.12062 -0.54912
H 5.88388 -1.69736 0.82608
N -0.01607 1.43049 2.48099
H -4.16372 -4.73957 3.41756
C -3.04261 -1.72761 2.34122
C -0.82698 -2.15506 1.92410
C 1.30969 -3.47925 -0.55506
C -4.48180 1.22461 -3.99901
C 4.43014 1.09392 1.20468
H -1.77805 1.32648 3.59665
H 1.92833 -0.45163 1.86646
C 5.31964 -0.84932 0.83650
H -0.76320 1.51805 -3.42225
H -6.07357 -0.75562 3.44094
H 1.53801 -1.72912 4.39916
Tl -1.59874 -1.37576 -0.81790
N -1.96866 -1.21790 1.68113
C -4.51108 -0.68057 -2.31501
C 1.37056 -2.06172 3.38844
N 3.18629 -2.54450 -1.03846
H 1.16209 -4.08007 2.40012
H 2.51813 -2.08056 1.53310
C -3.12526 -3.08757 2.58334
O -3.94669 -1.33750 -1.38123
C 1.62782 3.49418 -3.41648
H -2.39497 5.13761 -0.21287

Here are the Mulliken charges for atoms 1 to 5, given in e:
1 C -0.602
2 H -0.265
3 N 0.359
4 H -1.225
5 H 0.495

***

No. 2
Computed, not measured: C34H53BN6O2P2SSr as an isolated structure at a distorted geometry, with ωB97M-V/def2-TZVPD.

Properties
Energy above the lowest of the compared OMol25 structures with the same formula, charge and spin = 154.7 kJ/mol
E_HOMO = -5.830 eV
Maximum force = 8.41 eV/Å
Orbital gap = 5.8753 eV
Net charge = 0
Calculated total energy = -80080.236 eV
Lowest unoccupied orbital energy = 0.046 eV

Geometry (Å):
H 1.83018 -5.72145 1.45369
N 2.37274 0.99127 -2.12005
H -2.23893 -1.14547 -0.31733
C 5.10535 -0.20657 -0.19591
H 0.14586 -5.58199 0.95099
H -2.33360 -2.09997 4.42805
C 2.13674 -0.65943 -5.02287
H -0.27963 7.09820 1.95289
H 0.55874 5.49039 -1.27794
H -2.43685 -3.34978 2.64869
Sr 1.48935 0.63256 -0.17934
C 1.52583 -2.85400 -5.81938
H -2.87764 1.79858 1.07142
H -0.49206 5.64580 2.92905
C -2.04388 3.37492 -0.21564
C 2.58040 -3.16791 1.42272
H 5.49801 -0.00119 0.79422
H 0.62514 7.00238 -0.36077
C 2.26721 -1.66794 -5.94688
N 3.97409 -0.69801 -2.61152
H 0.08403 -3.91512 -4.62404
H -1.50423 4.51818 -2.01737
H -3.24114 4.30890 1.36313
C -2.26898 -3.93030 1.74029
H -3.38283 1.73925 -0.62778
H 2.00386 6.24177 1.43335
C 0.00796 -1.90100 2.64418
C -2.51038 -1.03743 4.30155
C -2.95644 1.73224 4.07059
O 0.44666 1.59095 -3.50468
C 1.30524 -3.73877 0.77971
H 0.66428 -4.91151 2.50718
H -1.66214 3.60252 2.65954
H 0.96094 -4.56223 -6.78480
H -4.28845 -1.04549 5.51165
H -1.77088 1.19286 -0.16032
H 1.04058 -1.94131 2.97664
H 2.22930 4.73252 0.52985
H -3.24504 -4.32287 1.42964
C -1.71475 -3.06199 0.61362
H 0.06061 3.53799 2.96573
O 0.19257 -0.07752 -1.72752
P 0.00738 -2.37321 0.83571
C -1.86340 3.52973 -1.73508
C -2.60349 -1.80790 0.47437
N 1.69880 -3.88199 -6.73246
B 0.10772 0.65076 2.24937
P -0.35475 3.50201 0.59546
H -2.83970 -4.01925 -0.95623
C 3.46791 0.19929 -1.75546
N -0.50076 -0.55419 2.83142
H -1.70983 6.09125 1.72868
C -1.87159 1.14237 3.44398
H 2.73908 -2.11167 1.17256
H -1.63287 -4.78129 1.98238
C 0.52756 -1.98715 -3.79962
N 3.96236 0.42531 -0.51458
C -0.74252 3.09270 2.37588
S 1.03078 0.48610 -2.81075
C 0.95496 -5.05913 1.46358
H -4.68634 1.37707 5.29928
H 2.44900 -4.72391 -0.77793
H -0.14044 -2.09759 -2.95672
C 0.08711 6.05297 -0.46678
C 1.61848 5.22449 1.29217
H 2.71601 0.25178 -5.12449
C 5.09333 -1.31322 -2.25349
C -3.83363 0.92630 4.80509
H -4.06687 4.09916 -0.18012
C -2.53837 1.94185 0.04287
C -3.61090 -0.43802 4.92288
H -2.87360 5.38375 -0.00053
C 1.26252 -0.81721 -3.94764
H -1.16827 2.79256 -2.13907
H -0.93705 6.28576 -0.76211
H 0.78167 -4.38848 -1.25977
H 1.95687 -3.07417 -1.20352
H 3.44973 -3.72658 1.05852
H -2.64969 -1.23085 1.40201
H 2.95217 -1.55309 -6.78032
H 5.49137 -2.03025 -2.96553
H -2.83158 3.37733 -2.22532
H 6.66352 -1.56188 -0.77556
H -1.35627 -3.25535 -1.53693
C 0.65770 -3.00055 -4.73476
H -1.28192 -4.79664 -0.66063
H -3.12821 2.80068 4.01234
H -0.55861 -2.61199 3.24431
C -0.64061 6.06185 1.93040
C 5.73870 -1.07280 -1.04470
C 1.63289 -3.99493 -0.70154
N -0.84640 1.67840 2.66231
C 0.14150 5.29173 0.86293
H 2.56662 -3.24833 2.51009
H 2.07167 -3.62670 -7.63088
H 1.75423 4.68237 2.23216
C -1.65432 -0.24914 3.55126
C -1.78862 -3.83016 -0.71157
C -3.10408 4.35460 0.27942
H -3.62475 -2.11665 0.21845

Here are the Mulliken charges for atoms 1 to 5, given in e:
1 H 0.475
2 N -1.436
3 H 0.094
4 C -0.363
5 H 0.340

***

No. 3
Computed, not measured: a 5-piece molecular cluster, C2H16N2O4 overall at a distorted geometry, with ωB97M-V/def2-TZVPD.

Properties
Energy above the lowest of the compared OMol25 structures with the same formula, charge and spin = 23.5 kJ/mol
E_HOMO (alpha / beta) = -13.644 / -13.636 eV
Maximum force = 2.59 eV/Å
Orbital gap (alpha / beta) = 10.6309 / 5.7336 eV
Net charge = +1
Calculated total energy = -13495.245 eV
Lowest unoccupied orbital energy (alpha / beta) = -3.013 / -7.902 eV
Spin multiplicity = 2

Geometry (Å):
O 0.58642 -2.31935 0.46183
H 0.88682 0.93368 1.64522
H 1.50734 -2.37309 0.74724
H 1.58293 2.04463 -0.34746
H -1.29497 -1.65053 -0.57968
H -2.75121 -0.72415 -1.23477
H 0.16930 -0.76295 2.95145
H 0.10953 -0.98771 1.38928
O 1.77926 2.05087 -1.30813
H 2.31848 1.67753 1.99306
H -2.86059 -0.71052 1.27056
H 1.12126 0.50843 -1.43184
C -1.84255 -0.69372 -0.64605
N 0.43366 -0.21629 -1.62193
H 0.43254 -0.50450 -2.59095
C -0.94058 0.34586 -1.36774
H 0.59078 -1.79522 -0.36881
H -1.44058 0.10764 1.25394
O -0.11490 -0.35833 2.12797
O 1.57986 1.56724 1.38242
N -2.23379 -0.19442 0.64893
H -1.57650 0.61726 -2.23454
H 2.73738 2.13960 -1.28966
H -0.77990 1.29804 -0.85033

Here are the Mulliken charges for atoms 1 to 5, given in e:
1 O -0.760
2 H 0.398
3 H 0.329
4 H 0.404
5 H 0.348